The following is a quantum chemistry calculation of C45H41DyIN4O5PS2 as an isolated structure in a non-equilibrium geometry, from the OMol25 dataset.

Each line ends with the Mulliken spin population.
Positions of all 100 atoms, in Å:
Dy 17.941528 8.094415 10.264010  4.937
I 20.515238 12.679357 14.004453  0.000
C 20.972576 10.716695 14.602604  0.000
C 19.946324 9.876349 15.082361  0.000
C 20.286297 8.695747 15.766467  0.000
C 21.579378 8.365092 15.931473  0.000
C 22.701070 9.167107 15.493737  0.000
C 24.002929 8.815159 15.855493  0.000
C 25.082907 9.601482 15.475599  0.000
C 24.800331 10.734708 14.725263  0.000
C 23.531559 11.009584 14.224788  0.000
P 23.405562 11.753775 12.598688  0.000
C 24.931833 12.691553 12.511514  0.000
C 24.857032 14.082216 12.731300  0.000
C 26.042478 14.827490 12.656628  0.000
C 27.257979 14.201870 12.508305  0.000
C 27.325136 12.838620 12.261171  0.000
C 26.129454 12.111953 12.199504  0.000
C 23.751493 10.657444 11.248523  0.000
C 24.139572 11.153596 9.988581  0.000
C 24.284328 10.339529 8.912587  0.000
C 23.930257 8.961573 8.971009  0.000
C 23.520392 8.460778 10.233962  0.000
C 23.387729 9.283050 11.340322  0.000
C 22.365577 10.316513 14.679045  0.000
H 18.952502 10.198717 14.897073  0.000
H 19.537945 8.025363 16.156096  0.000
H 21.825588 7.470113 16.441768  0.000
H 24.160476 8.022807 16.624493  0.000
H 26.047776 9.430250 15.779131  0.000
H 25.605192 11.443088 14.516674  0.000
H 23.835348 14.427744 12.935729  0.000
H 26.138299 15.902546 12.646792  0.000
H 28.136547 14.802143 12.303563  0.000
H 28.260331 12.341739 12.171549  0.000
H 26.094321 11.062078 11.888334  0.000
H 24.129905 12.248601 9.864805  0.000
H 24.717165 10.744456 8.032137  0.000
H 24.021734 8.291779 8.120781  0.000
H 23.238930 7.364526 10.291598  0.000
H 23.003458 8.762426 12.310939  0.000
C 19.897060 6.546696 7.964584  -0.004
N 19.313504 7.849865 8.327122  0.026
C 19.073847 8.805929 7.507991  -0.002
C 18.564494 10.028626 8.036161  0.006
C 18.257691 11.134969 7.250540  0.000
C 17.513666 12.071001 8.058522  -0.001
C 17.340630 11.395030 9.288526  -0.003
N 17.994039 10.207302 9.315026  -0.009
C 18.869377 5.706600 7.309492  0.002
C 18.235575 4.670411 7.952024  0.001
C 16.917659 4.380076 7.591802  0.000
C 16.397380 4.962399 6.397634  0.000
C 17.168166 5.800722 5.614099  0.000
C 18.451444 6.094016 6.045390  0.001
H 20.175909 6.061626 8.845799  0.000
H 20.796089 6.785076 7.310838  -0.001
H 19.125285 8.706825 6.404065  0.001
H 18.603770 11.300308 6.160517  0.000
H 17.051118 12.941458 7.750871  0.000
H 16.848490 11.757035 10.158180  0.000
H 18.664409 4.327343 8.904925  0.000
H 16.233820 3.642057 8.111403  0.000
H 15.329591 4.776411 6.185545  0.000
H 16.898979 6.016776 4.529097  0.000
H 19.082358 6.770474 5.430406  0.000
C 16.582121 8.204922 15.579426  -0.001
C 15.297595 8.432600 14.803764  0.000
C 15.239489 9.271998 13.507712  -0.001
N 15.459964 8.556763 12.243247  0.005
C 14.671912 8.534036 11.197958  -0.002
S 15.131011 7.987630 9.639132  -0.001
N 13.334864 9.140188 11.360213  -0.001
C 13.354555 10.554200 11.359880  0.000
O 14.394477 11.182649 11.469030  0.000
C 12.116211 11.253458 11.027394  0.000
C 11.090281 10.574138 10.611203  0.000
C 10.002932 11.259883 9.988661  0.000
C 9.966535 12.651058 9.995373  0.000
C 10.989138 13.373850 10.586724  0.000
C 12.036462 12.694557 11.078704  0.000
H 16.351036 7.862412 16.591026  0.000
H 17.146757 9.144372 15.736000  0.000
H 17.286302 7.524924 15.083458  0.000
H 14.700531 9.048540 15.539480  0.000
H 14.723521 7.485841 14.753983  0.000
H 16.064810 10.018883 13.529657  0.000
H 14.235674 9.747994 13.451828  0.000
H 16.090689 7.776404 12.341520  0.013
H 12.757651 8.790690 10.659881  -0.001
H 11.029336 9.488998 10.574336  0.000
H 9.205899 10.677615 9.495847  0.000
H 9.188719 13.171381 9.514879  0.000
H 10.899738 14.533430 10.586372  0.000
H 12.949548 13.209866 11.403010  0.000
O 17.388775 6.681212 12.091690  0.006
S 18.825560 7.061650 12.462493  0.022
O 18.877230 8.580160 12.129502  0.011
O 19.666586 6.383480 11.380772  -0.003
O 19.161120 6.779439 13.827232  -0.003

Cartesian forces (eV/Å) of the 2 atoms listed first:
Dy 0.0 0.2 -1.9
I -0.6 -0.3 0.2

Results
energy relative to the best compared isomer or geometry (same formula, charge and spin) = 0.0 kJ/mol
total charge = 0
highest occupied orbital energy (spin up / spin down) = -6.889 / -6.889 eV
strongest force on any atom = 5.73 eV/A
expectation value of S² = 9.337
multiplicity = 6
orbital gap (spin up / spin down) = 0.241 / 0.241 hartree

***

The following is a quantum chemistry calculation of one molecule with the formula C2H5NO in a non-equilibrium geometry, from the OMol25 dataset.

Each line ends with the Löwdin charge.
Positions of all 9 atoms, in Å:
C 1.667287 0.379743 -0.047494  0.165
C -0.615554 -0.631518 -0.161266  -0.476
N 0.661925 -1.050077 0.194754  0.066
O -0.954264 0.728018 0.001769  -0.112
H 2.495150 -0.193113 -0.066393  -0.029
H 1.156275 1.314043 -0.212128  0.030
H -1.307830 -1.373403 0.159925  0.099
H -0.798974 -0.834744 -1.190898  0.112
H -0.804475 0.969215 0.995927  0.144

Cartesian forces (eV/Å) of the 2 atoms listed first:
C -6.3 -5.2 1.3
C -0.7 0.2 -0.4

Results
energy relative to the best compared isomer or geometry (same formula, charge and spin) = 590.9 kJ/mol
total charge = 0
highest occupied orbital energy (spin up / spin down) = -9.499 / -9.611 eV
strongest force on any atom = 8.27 eV/A
orbital gap (spin up / spin down) = 0.341 / 0.348 hartree
SMILES = C=NCO

***

Question: What is the total charge in the second record?
Answer: 0

***

Question: Which value of strongest force on any atom does entry 2 give?
Answer: 8.27 eV/A

***

Question: What is the energy relative to the best compared isomer or geometry (same formula, charge and spin) in the second record?
Answer: 590.9 kJ/mol